Model i:
Computed, not measured: one molecule with the formula C19H27FN4O2, with ωB97M-V with the def2-TZVPD basis set.

Positions of all 53 atoms, in Å:
C -2.054 -3.740 -1.934
O -1.192 -4.111 -0.886
C -0.153 -3.295 -0.585
C 0.167 -2.107 -1.235
C 1.245 -1.342 -0.826
C 2.035 -1.732 0.250
C 3.124 -0.883 0.697
N 4.309 -1.358 1.152
N 5.143 -0.391 1.517
C 4.490 0.736 1.316
C 3.206 0.502 0.794
C 2.141 1.508 0.511
N 1.987 1.798 -0.912
C 3.208 2.353 -1.463
C 0.847 2.670 -1.165
C -0.494 1.931 -1.043
C -1.279 2.255 0.230
N -2.433 1.378 0.350
C -2.093 0.075 0.897
C -3.328 -0.823 0.840
O -4.396 -0.273 1.572
C -4.715 1.010 1.086
C -3.510 1.949 1.141
C 1.743 -2.934 0.897
C 0.670 -3.686 0.480
F 0.394 -4.839 1.124
H -2.538 -2.779 -1.733
H -1.525 -3.692 -2.891
H -2.810 -4.522 -1.979
H -0.425 -1.771 -2.072
H 1.491 -0.426 -1.342
H 4.601 -2.321 1.198
H 4.948 1.677 1.550
H 2.366 2.430 1.077
H 1.190 1.104 0.866
H 4.027 1.660 -1.278
H 3.468 3.328 -1.023
H 3.093 2.475 -2.539
H 0.856 3.549 -0.497
H 0.954 3.036 -2.188
H -0.299 0.862 -1.090
H -1.130 2.182 -1.892
H -0.632 2.188 1.120
H -1.641 3.285 0.166
H -1.291 -0.376 0.312
H -1.756 0.157 1.947
H -3.119 -1.799 1.282
H -3.627 -0.949 -0.212
H -5.525 1.383 1.715
H -5.062 0.937 0.044
H -3.788 2.917 0.719
H -3.210 2.092 2.195
H 2.324 -3.277 1.740

Output
SMILES string: COc1ccc(-c2[nH]ncc2CN(C)CCCN2CCOCC2)cc1F
Gap between HOMO and LUMO (eV): 9.02
Molecular weight (g/mol): 362.45


Model ii:
Computed, not measured: one molecule with the formula C19H27FN4O2, with ωB97M-V with the def2-TZVPD basis set.

Positions of all 53 atoms, in Å:
C 4.539 -2.129 -3.985
O 3.684 -2.998 -3.273
C 2.907 -2.519 -2.270
C 2.100 -3.468 -1.634
C 1.257 -3.132 -0.601
C 1.177 -1.813 -0.145
C 0.296 -1.447 0.948
N -0.810 -2.170 1.263
N -1.464 -1.688 2.311
C -0.776 -0.633 2.702
C 0.344 -0.415 1.884
C 1.348 0.675 2.050
N 1.343 1.634 0.948
C 2.315 2.682 1.164
C 0.024 2.109 0.565
C -0.767 2.867 1.638
C -2.050 3.532 1.110
N -3.134 2.689 0.654
C -3.061 2.174 -0.696
C -4.455 1.671 -1.081
O -4.885 0.654 -0.206
C -4.914 1.123 1.123
C -3.543 1.639 1.566
C 1.975 -0.856 -0.764
C 2.817 -1.209 -1.800
F 3.559 -0.208 -2.347
H 3.980 -1.343 -4.498
H 5.287 -1.673 -3.331
H 5.037 -2.757 -4.721
H 2.167 -4.486 -1.985
H 0.674 -3.909 -0.130
H -1.176 -2.968 0.769
H -1.091 -0.072 3.559
H 2.355 0.240 2.081
H 1.167 1.171 3.020
H 2.154 3.248 2.093
H 2.285 3.373 0.323
H 3.308 2.234 1.209
H 0.158 2.752 -0.310
H -0.540 1.228 0.251
H -0.140 3.663 2.048
H -1.023 2.189 2.451
H -2.459 4.144 1.924
H -1.796 4.204 0.286
H -2.758 2.975 -1.373
H -2.355 1.333 -0.799
H -4.449 1.233 -2.081
H -5.163 2.513 -1.051
H -5.224 0.277 1.738
H -5.651 1.936 1.212
H -3.620 2.052 2.574
H -2.836 0.793 1.577
H 1.934 0.177 -0.450

Output
SMILES string: COc1ccc(-c2[nH]ncc2CN(C)CCCN2CCOCC2)cc1F
Gap between HOMO and LUMO (eV): 8.81
Molecular weight (g/mol): 362.45


Computed energies relative to the best structure, in hartree: model i 0.0000; model ii 0.0066


Model i:
Computed, not measured: a 2-piece molecular cluster, C2H8OS2 overall, with ωB97M-V with the def2-TZVPD basis set.

Positions of all 13 atoms, in Å:
C 2.896 -1.162 -0.189
O 2.597 -0.800 1.188
H 2.857 -0.426 -0.929
H 3.979 -1.566 -0.144
H 2.193 -1.930 -0.213
H 1.735 -0.431 1.103
C -0.478 1.518 -1.269
S -0.572 0.783 0.383
S -2.139 -0.474 -0.116
H -1.443 1.750 -1.659
H 0.071 0.998 -2.017
H 0.010 2.522 -1.066
H -1.306 -1.596 -0.095

Output
Gap between HOMO and LUMO (alpha / beta) (eV): 3.24 / 7.89
Total charge: -1
Molecular weight (g/mol): 112.22
<S²>: 0.753
Spin multiplicity: 2


Model ii:
Computed, not measured: a 2-piece molecular cluster, C2H8OS2 overall, with ωB97M-V with the def2-TZVPD basis set.

Positions of all 13 atoms, in Å:
S -1.901 0.055 2.316
S -2.975 -0.573 0.609
H -1.791 -1.285 2.905
H -2.677 0.619 0.051
C 0.690 0.177 -1.149
O -0.290 1.205 -0.794
C 1.653 -0.365 -0.080
H 1.367 0.506 -2.084
H 0.056 -0.745 -1.499
H 0.092 2.080 -0.872
H 2.296 0.406 0.504
H 2.368 -1.023 -0.549
H 1.110 -1.057 0.643

Output
Gap between HOMO and LUMO (alpha / beta) (eV): 2.91 / 6.60
Total charge: -1
Molecular weight (g/mol): 112.22
<S²>: 0.753
Spin multiplicity: 2


Computed energies relative to the best structure, in hartree: model i 0.0000; model ii 0.0046


Model i:
Computed, not measured: a 7-piece molecular cluster, C5H22N2O6 overall, with ωB97M-V with the def2-TZVPD basis set.

Positions of all 35 atoms, in Å:
C 4.227 1.873 2.301
C 3.072 2.617 1.630
C 1.801 1.858 1.701
N 1.641 0.855 0.730
C 0.810 2.360 2.506
N -0.538 1.886 2.642
H 4.300 2.367 3.291
H 5.056 1.866 1.538
H 4.169 0.756 2.517
H 3.153 3.626 2.050
H 3.397 2.834 0.495
H 0.742 0.472 0.617
H 2.281 0.014 0.748
H 1.023 3.312 3.126
H -0.488 1.234 3.479
H -0.518 1.123 1.946
C -3.753 -2.250 -1.627
O -3.970 -1.453 -0.725
H -3.049 -2.968 -1.513
H -4.210 -2.060 -2.632
O -1.575 0.127 -2.625
H -2.469 -0.208 -2.432
H -0.998 -0.466 -2.071
O 1.228 3.117 -4.798
H 0.891 2.671 -3.966
H 1.837 3.814 -4.344
O -1.922 -0.563 1.408
H -2.346 -0.331 0.566
H -1.951 -1.489 1.371
O -0.858 -2.758 0.291
H -0.199 -3.471 0.681
H -0.483 -2.578 -0.533
O 0.147 -5.724 -1.656
H 0.435 -5.668 -0.717
H 0.356 -4.749 -2.051

Output
SMILES string: CC/C(N)=C/N.C=O.O.O.O.O.O
Gap between HOMO and LUMO (eV): 6.93
Molecular weight (g/mol): 206.24


Model ii:
Computed, not measured: a 6-piece molecular cluster, C5H22N2O6 overall, with ωB97M-V with the def2-TZVPD basis set.

Positions of all 35 atoms, in Å:
C -2.046 -0.623 0.532
C -1.951 -0.043 -0.923
C -0.566 -0.423 -1.515
C 0.476 0.701 -1.556
N 0.183 1.533 -2.681
C 1.968 0.233 -1.504
N 2.287 -0.823 -0.733
O 2.786 0.982 -2.012
H -2.832 -0.031 1.007
H -2.254 -1.684 0.524
H -1.039 -0.428 0.882
H -2.254 0.992 -0.861
H -2.730 -0.474 -1.575
H -0.652 -1.079 -2.387
H -0.190 -1.176 -0.797
H 0.362 1.330 -0.655
H -0.123 1.038 -3.503
H 0.860 2.250 -2.892
H 3.238 -1.114 -0.579
H 1.564 -1.449 -0.388
O 1.267 -3.460 -0.490
H 0.431 -3.451 -0.954
H 1.164 -3.114 0.447
O 0.383 -0.269 3.337
H 0.658 0.635 3.140
H -0.531 -0.412 3.081
O -1.659 2.833 0.316
H -1.093 2.099 0.039
H -1.802 3.565 -0.299
O 0.187 2.664 2.537
H -0.131 2.820 1.638
H 1.065 3.049 2.602
O 0.733 -2.471 1.851
H 0.756 -1.491 1.963
H 1.489 -2.708 2.406

Output
SMILES string: CCC[C@H](N)C(N)=O.O.O.O.O.O
Gap between HOMO and LUMO (eV): 9.56
Molecular weight (g/mol): 206.24


Computed energies relative to the best structure, in hartree: model i 0.1503; model ii 0.0000


Model i:
Computed, not measured: a 3-piece molecular cluster, CH8N2O2 overall, with ωB97M-V with the def2-TZVPD basis set.

Positions of all 13 atoms, in Å:
H -1.478 -0.796 -1.461
N -0.931 0.009 -1.131
C -1.506 0.417 -0.022
N -1.581 -0.310 1.104
H -2.012 1.361 -0.067
H -0.820 -0.743 1.547
H -2.366 -0.098 1.693
O 1.326 -0.777 1.431
H 2.195 -0.398 1.260
H 1.079 -0.946 0.525
O 2.307 0.602 -1.386
H 2.430 0.985 -2.232
H 1.358 0.693 -1.259

Output
SMILES string: [H]/N=C\N.O.O
Gap between HOMO and LUMO (eV): 9.54
Molecular weight (g/mol): 80.09


Model ii:
Computed, not measured: a 2-piece molecular cluster, CH8N2O2 overall, with ωB97M-V with the def2-TZVPD basis set.

Positions of all 13 atoms, in Å:
C -0.629 -1.334 0.488
O -1.044 0.076 0.459
N -2.044 0.458 -0.455
H -0.287 -1.709 -0.480
H 0.087 -1.381 1.305
H -1.501 -1.919 0.789
H -2.895 0.913 -0.134
H -1.626 1.195 -1.026
N 2.286 0.486 0.159
O 1.420 1.252 -0.693
H 2.869 1.167 0.647
H 2.824 -0.080 -0.552
H 0.540 0.875 -0.508

Output
SMILES string: CON.NO
Gap between HOMO and LUMO (eV): 10.61
Molecular weight (g/mol): 80.09


Computed energies relative to the best structure, in hartree: model i 0.0000; model ii 0.0977